1.
C3H9NO3P | ωB97M-V/def2-TZVPD

Results
Strongest force on any atom (eV/Å): 5.16
M (g mol⁻¹): 138.08
Energy relative to the best compared isomer or geometry (same formula, charge and spin) (eV): 1.060
Energy (Ha): -741.652643
LUMO level (hartree): 0.135

Structure (ORCA input):
```
! wB97M-V def2-TZVPD RIJCOSX def2/J DEFGRID3
* xyz -1 1
C 2.82262 2.20129 -0.05879
C 0.45997 1.35624 -0.12405
C 1.80865 1.21362 0.09527
N -0.47878 0.36618 -0.25595
O -2.69305 -2.42670 -1.23660
O -2.70465 -1.30883 1.06627
O -0.66485 -2.71698 0.36964
P -2.07407 -2.43670 0.35075
H 3.17234 2.54022 0.88186
H 2.35411 3.10080 -0.50251
H 3.73908 1.74505 -0.57198
H 0.04118 2.45126 -0.19481
H -2.81688 -3.59382 0.75466
H 2.14479 0.11949 0.14422
H -0.11298 -0.54849 0.13107
H -3.61139 -2.66923 -1.00091
H -1.38608 0.60661 0.15186
*
```

2.
C3H9NO3S | ωB97M-V/def2-TZVPD

Results
Strongest force on any atom (eV/Å): 4.43
M (g mol⁻¹): 139.18
Energy relative to the best compared isomer or geometry (same formula, charge and spin) (eV): 3.441
Energy (Ha): -798.275746
LUMO level (hartree): 0.027

Structure (ORCA input):
```
! wB97M-V def2-TZVPD RIJCOSX def2/J DEFGRID3
* xyz 0 1
C 0.86576 1.96314 0.48359
C -0.79765 0.21031 -2.29664
C 0.01345 1.56551 -0.49591
N 0.01537 0.31674 -1.17612
O -1.00869 -2.88445 2.52969
O 0.77049 -2.74338 0.71169
O 0.46657 -0.72264 2.11623
S -0.29148 -1.97153 1.27052
H 0.93152 -0.23403 1.44488
H 0.66054 2.93966 0.75978
H 1.80657 1.67840 0.88732
H -0.98769 -0.77358 -2.51631
H -1.73474 0.84363 -2.05511
H -0.21197 0.61481 -3.20997
H -0.76829 2.15326 -0.89377
H 0.89922 -0.20435 -1.05145
H -0.62897 -2.75149 3.49158
*
```

3.
C3H9NO3S2 | ωB97M-V/def2-TZVPD

Results
Strongest force on any atom (eV/Å): 6.28
M (g mol⁻¹): 171.24
Energy relative to the best compared isomer or geometry (same formula, charge and spin) (eV): 0.898
Energy (Ha): -1196.240904
<S²>: 2.008
LUMO level (spin up / spin down) (hartree): 0.024 / -0.098

Structure (ORCA input):
```
! wB97M-V def2-TZVPD RIJCOSX def2/J DEFGRID3
* xyz 0 3
C -0.18292 1.46057 -2.21030
C 1.58383 1.63412 1.90793
C -1.74498 -0.91141 -0.17317
N 0.80892 -0.25033 -0.02029
O 2.50745 1.38472 -0.59031
O -0.96992 0.94645 1.48088
O -1.00659 1.47647 -0.96927
S 2.20063 0.53309 0.53228
S -0.56111 0.37204 0.19969
H -0.85337 1.84566 -2.89456
H 0.74789 1.95319 -2.08350
H 0.01886 0.38646 -2.27724
H 2.46097 2.28333 2.08494
H 1.47343 1.07435 2.86476
H 0.79429 2.14322 1.56848
H -2.79650 -0.54870 -0.19321
H -1.60616 -1.57819 -1.02908
H -1.46142 -1.51915 0.73295
*
```

4.
C3H9NO4 | ωB97M-V/def2-TZVPD

Results
Structure (SMILES): O=C(O)NCCO.O
Strongest force on any atom (eV/Å): 3.25
M (g mol⁻¹): 123.11
Energy relative to the best compared isomer or geometry (same formula, charge and spin) (eV): 1.123
Energy (Ha): -475.399580
LUMO level (hartree): 0.011

Structure (ORCA input):
```
! wB97M-V def2-TZVPD RIJCOSX def2/J DEFGRID3
* xyz 0 1
O -2.09538 1.38958 1.14735
C -1.20633 1.63339 0.30121
O -0.93185 2.87986 -0.11677
N -0.64302 0.56844 -0.41285
C 0.76783 0.36361 -0.71719
C 1.33238 -1.06615 -0.23473
O 2.06931 -1.61640 -1.34454
H -0.25165 3.07055 -0.87872
H -1.22915 -0.20707 -0.20176
H 1.37162 1.23414 -0.39967
H 0.92999 0.29252 -1.74619
H 2.16980 -1.12546 0.45551
H 0.53883 -1.72252 0.16968
H 1.52351 -1.51127 -2.13174
O -1.08612 -1.56416 1.84245
H -1.77117 -2.00195 2.39999
H -1.48862 -0.61710 1.86795
*
```

5.
C3H9NOP | ωB97M-V/def2-TZVPD

Results
Strongest force on any atom (eV/Å): 2.06
M (g mol⁻¹): 106.08
Energy relative to the best compared isomer or geometry (same formula, charge and spin) (eV): 2.946
Energy (Ha): -590.670225
LUMO level (hartree): -0.150

Structure (ORCA input):
```
! wB97M-V def2-TZVPD RIJCOSX def2/J DEFGRID3
* xyz 1 1
C 2.68588 0.51358 -0.04631
C 1.76998 -0.19797 0.26116
C -1.12975 1.07705 -0.58856
N -0.31588 1.66385 0.47124
O -1.88015 -0.32150 1.32519
P -2.20048 -0.17856 -0.28237
H 3.46450 1.16648 -0.31634
H -0.86461 -3.00938 -0.85120
H 1.06640 -0.94594 0.49324
H -1.01882 1.50632 -1.56780
H -0.27290 2.68660 0.41225
H 0.66447 1.25002 0.43810
H -0.73910 1.38119 1.36822
H -2.39136 -0.98742 1.78940
H -1.21059 -2.28542 -0.81396
*
```

6.
C3H9NOS | ωB97M-V/def2-TZVPD

Results
Structure (SMILES): OCNCCS
Strongest force on any atom (eV/Å): 1.74
M (g mol⁻¹): 107.18
Energy relative to the best compared isomer or geometry (same formula, charge and spin) (eV): 1.246
Energy (Ha): -647.852295
LUMO level (hartree): 0.027

Structure (ORCA input):
```
! wB97M-V def2-TZVPD RIJCOSX def2/J DEFGRID3
* xyz 0 1
O 1.90140 1.11228 1.65441
C 1.75831 -0.22238 1.19205
N 0.50345 -0.66339 0.65451
C -0.12098 0.17301 -0.37952
C -1.31081 -0.46749 -1.06131
S -1.76490 0.47384 -2.58637
H 1.06869 1.59502 1.68047
H 2.57735 -0.42058 0.49593
H 1.84046 -0.86472 2.07936
H -0.18949 -0.80119 1.38010
H -0.45330 1.16404 -0.02875
H 0.68723 0.29969 -1.11530
H -1.20223 -1.55048 -1.12821
H -2.18386 -0.22852 -0.42335
H -3.11131 0.40087 -2.41404
*
```

7.
C3H9NOS | ωB97M-V/def2-TZVPD

Results
Strongest force on any atom (eV/Å): 2.03
M (g mol⁻¹): 107.18
Energy relative to the best compared isomer or geometry (same formula, charge and spin) (eV): 1.044
Energy (Ha): -647.523433
<S²>: 0.754
LUMO level (spin up / spin down) (hartree): -0.172 / -0.359

Structure (ORCA input):
```
! wB97M-V def2-TZVPD RIJCOSX def2/J DEFGRID3
* xyz 1 2
C 0.77020 0.01948 2.51009
C 1.62379 0.99719 1.76801
S 1.16754 1.18991 -0.04907
H -0.02937 0.54202 3.04221
H 0.20051 -0.69111 1.90438
H 1.31705 -0.51975 3.27983
H 2.67121 0.69202 1.77190
H 1.55359 1.99576 2.18396
H 1.73718 0.03687 -0.33960
C -2.15507 -0.99697 -3.20882
N -1.53345 -0.48960 -2.10125
O -3.17858 -1.59211 -3.25787
H -1.55339 -0.77995 -4.10515
H -0.67453 -0.00460 -2.21890
H -1.91668 -0.39916 -1.17973
*
```

8.
C3H9NOS2 | ωB97M-V/def2-TZVPD

Results
Structure (SMILES): N[C@@H](CO)CSS
Strongest force on any atom (eV/Å): 1.86
M (g mol⁻¹): 139.25
Energy relative to the best compared isomer or geometry (same formula, charge and spin) (eV): 1.019
Energy (Ha): -1046.048161
LUMO level (hartree): 0.007

Structure (ORCA input):
```
! wB97M-V def2-TZVPD RIJCOSX def2/J DEFGRID3
* xyz 0 1
N 0.33993 -0.18713 -1.42851
C 0.52602 -0.26759 -0.00531
C 1.20611 1.00082 0.46729
O 2.52579 1.17017 -0.02268
C -0.65243 -0.56068 0.93590
S -1.73703 -1.87087 0.29501
S -3.31969 -0.63025 -0.45598
H -0.27523 0.54834 -1.75128
H 0.02240 -1.06578 -1.77846
H 1.26199 -1.06516 0.19713
H 0.54546 1.79942 0.05783
H 1.17923 1.12311 1.55241
H 2.99019 1.60341 0.66605
H -1.10000 0.41029 1.16031
H -0.26110 -0.98951 1.85832
H -3.25164 -1.01861 -1.74803
*
```